[1]
{"formula": "C21H28N3O7S", "method": "the ωB97M-V functional and the def2-TZVPD basis", "total_charge": 1, "smiles": "CCOC(=O)O[C@@H](C)OC(=O)[C@H]1N2C(=O)[C@H](NC(=O)[C@H]([NH3+])c3ccccc3)[C@@H]2SC1(C)C", "elements": ["C", "C", "O", "C", "O", "O", "C", "C", "O", "C", "O", "C", "N", "C", "O", "C", "N", "C", "O", "C", "N", "C", "C", "C", "C", "C", "C", "C", "S", "C", "C", "C", "H", "H", "H", "H", "H", "H", "H", "H", "H", "H", "H", "H", "H", "H", "H", "H", "H", "H", "H", "H", "H", "H", "H", "H", "H", "H", "H", "H"], "coordinates": [[-4.468299, -2.267711, 2.277596], [-4.053847, -3.094177, 1.070796], [-2.747447, -2.727408, 0.592386], [-2.566766, -1.633319, -0.104998], [-1.475852, -1.288089, -0.473275], [-3.704900, -0.957180, -0.369036], [-3.591733, 0.262651, -1.075290], [-4.987685, 0.777360, -1.358084], [-2.882291, 1.166144, -0.235773], [-1.697058, 1.615562, -0.658029], [-1.288754, 1.532939, -1.778879], [-0.898620, 2.116336, 0.549193], [-0.264634, 0.903404, 0.989871], [0.227667, 0.404564, 2.154467], [-0.097030, 0.480878, 3.298619], [1.373015, -0.318455, 1.389894], [2.698544, -0.012893, 1.835457], [3.820626, -0.580794, 1.437863], [4.943841, -0.220381, 1.784032], [3.772298, -1.810461, 0.488966], [5.219365, -2.103809, 0.284677], [3.079225, -1.517088, -0.817249], [2.062643, -2.342931, -1.281500], [1.428191, -2.051578, -2.476440], [1.811024, -0.942931, -3.213985], [2.835760, -0.127584, -2.761840], [3.471425, -0.411163, -1.566072], [0.827012, 0.463269, 0.165226], [1.668387, 2.003725, -0.339876], [0.261627, 3.094905, 0.241588], [-0.062322, 4.107211, -0.842604], [0.696840, 3.786001, 1.529009], [-4.591069, -1.222969, 2.005306], [-3.717907, -2.342039, 3.060574], [-5.413118, -2.642809, 2.659295], [-3.942859, -4.146005, 1.340703], [-4.780412, -2.997003, 0.260338], [-3.004005, 0.111353, -1.993201], [-4.924630, 1.709836, -1.910462], [-5.530853, 0.043997, -1.945576], [-5.508889, 0.945469, -0.419973], [-1.570817, 2.505609, 1.315933], [1.211180, -1.393316, 1.306573], [2.805847, 0.806016, 2.425934], [3.287596, -2.643007, 1.005583], [5.503008, -1.932133, -0.683736], [5.632758, -1.314535, 0.950797], [5.517500, -3.034028, 0.577692], [1.755560, -3.204377, -0.707465], [0.630628, -2.687953, -2.823841], [1.307860, -0.711036, -4.138895], [3.133528, 0.738310, -3.330381], [4.251429, 0.244355, -1.206420], [0.544592, -0.121034, -0.708863], [0.771490, 4.794374, -0.963183], [-0.945851, 4.678249, -0.564111], [-0.245331, 3.614629, -1.792986], [-0.053801, 4.512648, 1.833187], [0.829729, 3.070967, 2.339137], [1.636585, 4.309453, 1.371305]], "atomic_forces_ev_per_a": [[0.236, -0.115, -0.286], [-0.536, -0.043, 0.291], [0.046, -0.188, 0.123], [0.083, 0.380, -0.315], [0.156, 0.021, -0.183], [-0.226, -0.352, 0.310], [0.199, 0.109, -0.832], [0.450, -0.195, 0.282], [-0.571, -0.009, 0.249], [0.193, 0.208, 0.025], [0.025, 0.073, -0.109], [-0.035, 0.108, -0.098], [-0.339, -0.080, -0.139], [0.192, -0.324, 0.399], [-0.005, 0.169, 0.295], [-0.220, -0.123, -0.394], [-0.041, 0.301, 0.501], [0.031, -0.435, -0.086], [0.308, 0.255, 0.125], [-0.556, 0.170, -0.089], [0.518, 0.353, 0.339], [0.036, -0.148, -0.091], [0.128, 0.032, 0.040], [-0.013, -0.021, 0.010], [0.010, -0.005, 0.008], [0.054, 0.006, -0.055], [-0.059, -0.150, 0.059], [0.498, 0.075, -0.598], [-0.205, 0.065, 0.062], [0.261, -0.234, -0.080], [0.042, -0.118, -0.134], [-0.115, -0.037, -0.058], [-0.044, 0.064, 0.022], [0.029, -0.019, 0.100], [-0.109, -0.032, 0.067], [-0.045, 0.140, -0.107], [0.130, -0.098, 0.072], [-0.177, 0.012, 0.352], [0.018, 0.062, -0.050], [-0.053, -0.047, -0.071], [-0.088, 0.039, 0.071], [0.048, -0.011, -0.050], [-0.051, 0.052, 0.039], [0.115, -0.113, -0.101], [0.144, 0.038, -0.067], [-0.095, -0.130, 0.176], [-0.106, -0.429, -0.317], [-0.094, 0.118, -0.074], [-0.055, -0.108, 0.100], [-0.102, -0.056, -0.038], [-0.056, 0.030, -0.098], [0.008, 0.109, -0.063], [0.127, 0.167, 0.066], [-0.003, 0.008, 0.159], [0.017, 0.134, 0.011], [-0.080, 0.149, 0.056], [-0.005, 0.053, -0.007], [-0.102, 0.106, 0.076], [0.031, -0.022, 0.087], [0.054, 0.039, 0.014]], "mulliken_charge": [-1.09, -0.18, -0.38, 0.68, -0.53, -0.28, 0.27, -1.61, -0.33, 0.41, -0.59, -0.82, 0.46, -0.25, -0.63, -0.20, 0.11, 0.56, -0.73, -1.17, -0.09, 0.48, -0.05, -0.68, -0.47, -0.47, -0.45, 0.23, -0.38, 1.50, -1.71, -1.60, 0.27, 0.31, 0.38, 0.34, 0.29, 0.45, 0.43, 0.39, 0.36, 0.68, 0.27, 0.32, 0.64, 0.38, 0.40, 0.34, 0.39, 0.45, 0.44, 0.42, 0.38, 0.25, 0.46, 0.40, 0.40, 0.43, 0.32, 0.41]}

=====

[2]
{"formula": "C21H28N4O2S", "method": "the ωB97M-V functional and the def2-TZVPD basis", "smiles": "CCCCN(C)CCNC(=O)c1cc2c(-c3cccc(OC)c3)nn(C)c2s1", "elements": ["C", "C", "C", "C", "N", "C", "C", "C", "N", "C", "O", "C", "C", "C", "C", "C", "C", "C", "C", "C", "O", "C", "C", "N", "N", "C", "C", "S", "H", "H", "H", "H", "H", "H", "H", "H", "H", "H", "H", "H", "H", "H", "H", "H", "H", "H", "H", "H", "H", "H", "H", "H", "H", "H", "H", "H"], "coordinates": [[-1.243043, 0.238396, -2.750490], [-2.591589, 0.681742, -2.195589], [-2.569813, 2.148665, -1.773202], [-3.912642, 2.670364, -1.244883], [-4.184445, 2.194840, 0.108021], [-4.513323, 3.261702, 1.030632], [-5.135029, 1.095767, 0.183651], [-4.786975, 0.175983, 1.364264], [-3.379764, -0.138823, 1.327088], [-2.928780, -1.364519, 0.959380], [-3.641063, -2.351965, 0.896736], [-1.492394, -1.440240, 0.658537], [-0.509893, -0.493773, 0.686144], [0.733840, -1.009529, 0.253783], [2.104342, -0.710133, 0.018065], [2.811381, 0.548982, 0.169260], [2.126468, 1.754958, 0.276647], [2.833069, 2.936576, 0.417860], [4.211800, 2.930770, 0.451919], [4.910337, 1.726318, 0.334826], [6.268828, 1.824201, 0.372463], [7.026980, 0.645536, 0.250602], [4.206747, 0.540617, 0.194471], [2.726323, -1.806351, -0.401664], [1.836918, -2.805970, -0.461486], [2.215662, -4.117723, -0.894627], [0.626383, -2.370264, -0.076445], [-0.950167, -3.021417, 0.110868], [-0.458535, 0.373677, -2.008916], [-1.273252, -0.813099, -3.026670], [-0.980976, 0.818626, -3.632695], [-3.359503, 0.539425, -2.960217], [-2.848329, 0.053017, -1.343186], [-2.282137, 2.755528, -2.635126], [-1.813306, 2.293893, -0.999403], [-3.869630, 3.762779, -1.230721], [-4.714555, 2.386914, -1.938743], [-4.606305, 2.854860, 2.036044], [-3.708541, 3.995529, 1.034394], [-5.455667, 3.771391, 0.775901], [-5.063629, 0.512314, -0.735101], [-6.173398, 1.450574, 0.287298], [-5.342817, -0.760942, 1.296831], [-5.019924, 0.659451, 2.317841], [-2.799357, 0.671640, 1.166138], [-0.665518, 0.517461, 1.015732], [1.049720, 1.772673, 0.231532], [2.302086, 3.873566, 0.500294], [4.775190, 3.843418, 0.563808], [8.068768, 0.958952, 0.299196], [6.819759, -0.051716, 1.068754], [6.842098, 0.146449, -0.705935], [4.699858, -0.412370, 0.100214], [2.038069, -4.846947, -0.101616], [3.274892, -4.092523, -1.140061], [1.640090, -4.408081, -1.775681]], "atomic_forces_ev_per_a": [[-0.242, -0.032, 0.062], [0.251, 0.195, -0.012], [-0.445, -0.105, -0.164], [0.487, 0.015, -0.078], [-0.152, 0.023, -0.043], [-0.001, 0.011, -0.007], [0.100, -0.209, 0.236], [-0.232, 0.038, -0.109], [0.049, 0.027, 0.064], [-0.174, 0.379, 0.345], [-0.069, -0.218, -0.135], [0.468, -0.213, -0.201], [-0.438, -0.222, 0.086], [0.267, -0.894, -0.286], [-0.412, -0.802, -0.121], [0.311, 0.553, 0.038], [-0.020, -0.348, -0.026], [0.156, 0.084, 0.028], [0.127, -0.052, -0.013], [-0.117, 0.096, -0.001], [-0.285, 0.251, 0.025], [0.125, -0.207, -0.019], [0.166, 0.006, 0.019], [0.635, 0.496, -0.068], [-0.497, 0.307, 0.225], [0.074, -0.347, -0.100], [-0.140, 0.595, 0.160], [0.068, 0.210, 0.036], [0.126, -0.011, 0.051], [0.095, -0.112, -0.042], [0.070, 0.052, -0.110], [-0.107, -0.033, 0.035], [-0.098, -0.039, -0.001], [0.093, 0.040, -0.056], [0.079, 0.086, 0.051], [-0.087, -0.032, 0.001], [-0.032, 0.059, 0.034], [-0.020, 0.068, 0.098], [-0.019, 0.058, 0.066], [-0.007, 0.009, 0.012], [-0.028, 0.011, 0.014], [0.028, -0.012, -0.069], [0.011, 0.132, 0.083], [-0.079, -0.070, -0.063], [0.054, -0.117, -0.105], [-0.096, 0.195, 0.062], [-0.145, -0.002, -0.013], [-0.030, 0.076, 0.004], [0.066, 0.111, 0.013], [-0.062, -0.074, -0.010], [0.000, 0.017, -0.042], [-0.001, 0.007, 0.043], [0.127, -0.063, 0.007], [0.042, 0.007, -0.022], [-0.082, -0.008, 0.016], [0.047, 0.003, 0.000]], "mulliken_charge": [-1.35, 0.22, -0.10, -1.32, 0.58, -1.33, -0.80, -1.15, 0.01, 0.13, -0.73, 1.08, -0.95, 0.51, 0.19, 0.02, -0.54, -0.72, -0.62, 0.64, -0.44, -0.81, -0.17, -0.78, 0.58, -0.93, -0.38, -0.29, 0.12, 0.36, 0.46, 0.42, -0.23, 0.46, -0.07, 0.47, 0.35, 0.32, 0.38, 0.38, 0.39, 0.46, 0.49, 0.36, 0.21, 0.63, 0.20, 0.39, 0.44, 0.23, 0.32, 0.33, 0.61, 0.31, 0.35, 0.30]}

=====

Listing E for the structures above in their given order: -1905.9991; -1584.6994 Ha.
Listing gap between HOMO and LUMO for the structures above in their given order: 8.71; 8.43 eV.
Listing HOMO level for the structures above in their given order: -11.37; -7.99 eV.